1.
The following is a DFT calculation (ωB97M-V with the def2-TZVPD basis set) of 9 unconnected molecules or ions with the total composition C48H114O27S2 in a non-equilibrium geometry.

Calculated values
- Kohn-Sham gap (eV) = 9.28
- SMILES string = CCOS(C)(=O)=O.CCOS(C)(=O)=O.COCCOCCOC.COCCOCCOC.COCCOCCOC.COCCOCCOC.COCCOCCOC.COCCOCCOC.COCCOCCOC
- LUMO level (eV) = 0.06
- highest occupied orbital energy (eV) = -9.2

Element x y z (Å)
C -1.646 1.345 -2.508
C -0.169 1.423 -2.196
O -0.065 1.425 -0.766
S 1.434 1.103 -0.014
C 2.525 2.336 -0.871
O 1.329 1.496 1.377
O 1.862 -0.219 -0.411
H -2.026 0.530 -1.893
H -1.855 1.036 -3.533
H -2.159 2.266 -2.230
H 0.191 0.468 -2.579
H 0.340 2.204 -2.760
H 3.473 2.359 -0.335
H 2.004 3.281 -0.717
H 2.581 2.237 -1.955
C 2.486 2.390 -8.911
C 1.836 1.798 -10.152
O 0.464 2.152 -10.285
S -0.751 1.184 -9.869
C -1.171 0.769 -11.641
O -0.219 0.029 -9.152
O -1.901 1.984 -9.347
H 1.785 2.168 -8.107
H 2.560 3.478 -8.897
H 3.403 1.886 -8.606
H 2.396 2.146 -11.019
H 1.891 0.710 -10.110
H -0.469 0.071 -12.097
H -1.392 1.662 -12.225
H -2.172 0.349 -11.540
C 5.899 -7.880 2.072
O 6.480 -8.764 3.004
C 7.808 -8.596 3.530
C 8.188 -9.516 4.772
O 7.309 -9.233 5.843
C 7.766 -9.911 7.052
C 8.001 -11.458 6.981
O 6.823 -12.100 6.508
C 6.736 -13.403 6.917
H 6.605 -7.661 1.271
H 5.603 -6.929 2.516
H 5.087 -8.446 1.617
H 7.928 -7.554 3.828
H 8.535 -8.815 2.747
H 9.228 -9.501 5.098
H 7.991 -10.555 4.508
H 7.013 -9.758 7.825
H 8.676 -9.394 7.357
H 8.299 -11.826 7.962
H 8.919 -11.564 6.402
H 6.558 -13.608 7.973
H 7.632 -13.995 6.729
H 5.923 -13.891 6.381
C 2.761 -4.033 7.518
O 3.512 -3.739 8.704
C 4.607 -4.573 8.736
C 5.440 -4.348 10.025
O 4.795 -4.605 11.257
C 5.286 -3.857 12.406
C 4.814 -4.586 13.600
O 3.394 -4.301 13.843
C 2.829 -4.785 15.045
H 3.187 -3.638 6.596
H 1.784 -3.549 7.512
H 2.517 -5.086 7.380
H 5.272 -4.281 7.923
H 4.272 -5.603 8.610
H 5.737 -3.302 9.959
H 6.265 -5.060 10.057
H 5.114 -2.785 12.315
H 6.375 -3.879 12.456
H 5.365 -4.092 14.400
H 4.969 -5.665 13.589
H 1.785 -4.480 15.115
H 3.273 -4.199 15.850
H 2.973 -5.842 15.269
C -9.225 -3.288 -1.180
O -7.921 -3.906 -0.918
C -6.853 -3.241 -1.511
C -5.655 -4.180 -1.621
O -4.746 -4.213 -0.456
C -3.546 -4.877 -0.741
C -2.450 -4.828 0.312
O -2.623 -5.880 1.301
C -2.212 -7.159 1.006
H -9.304 -3.150 -2.258
H -9.175 -2.278 -0.773
H -10.086 -3.857 -0.830
H -6.611 -2.333 -0.958
H -7.108 -2.877 -2.506
H -5.115 -3.786 -2.482
H -5.909 -5.207 -1.884
H -3.177 -4.362 -1.628
H -3.699 -5.912 -1.045
H -2.467 -3.857 0.808
H -1.514 -4.970 -0.227
H -1.208 -7.156 0.583
H -2.885 -7.636 0.293
H -2.252 -7.637 1.985
C 0.724 1.853 8.444
O -0.373 2.680 8.214
C -1.461 1.948 7.628
C -2.686 2.873 7.773
O -2.458 4.128 7.123
C -3.244 4.511 6.042
C -3.269 3.569 4.796
O -3.909 2.273 5.067
C -3.805 1.373 3.971
H 1.424 2.473 9.004
H 1.308 1.578 7.566
H 0.441 1.023 9.092
H -1.651 1.042 8.205
H -1.242 1.697 6.590
H -2.668 3.080 8.844
H -3.698 2.579 7.497
H -3.001 5.514 5.691
H -4.248 4.621 6.453
H -2.247 3.404 4.456
H -3.741 4.116 3.980
H -4.234 1.734 3.035
H -4.316 0.414 4.053
H -2.752 1.165 3.783
C 5.615 -0.520 -5.352
O 6.449 0.570 -5.641
C 7.222 0.916 -4.498
C 7.822 2.214 -4.709
O 6.822 3.248 -4.746
C 7.281 4.554 -4.344
C 8.203 5.279 -5.457
O 7.559 5.460 -6.749
C 6.562 6.507 -6.719
H 5.018 -0.253 -4.480
H 6.187 -1.441 -5.243
H 4.898 -0.747 -6.142
H 8.018 0.190 -4.333
H 6.699 0.949 -3.543
H 8.401 2.243 -5.633
H 8.482 2.484 -3.885
H 7.951 4.422 -3.494
H 6.440 5.187 -4.062
H 9.150 4.740 -5.443
H 8.474 6.285 -5.137
H 5.634 6.295 -6.189
H 6.138 6.577 -7.721
H 7.099 7.436 -6.527
C -14.780 2.706 -10.445
O -14.334 3.964 -10.015
C -14.778 4.355 -8.674
C -14.109 3.585 -7.541
O -12.763 3.829 -7.475
C -12.147 3.326 -6.299
C -10.616 3.417 -6.521
O -10.202 4.758 -6.773
C -8.824 4.976 -6.789
H -14.636 2.529 -11.511
H -15.832 2.526 -10.226
H -14.325 1.820 -10.001
H -15.865 4.403 -8.605
H -14.440 5.384 -8.556
H -14.327 2.517 -7.542
H -14.547 3.944 -6.611
H -12.159 2.246 -6.157
H -12.412 3.867 -5.391
H -10.305 2.779 -7.348
H -10.106 3.082 -5.618
H -8.301 4.202 -7.350
H -8.403 5.080 -5.789
H -8.513 5.896 -7.284
C 1.322 6.781 2.434
O 1.386 7.550 1.177
C 0.259 8.259 0.633
C 0.625 9.127 -0.606
O 1.049 8.341 -1.760
C -0.146 7.768 -2.454
C 0.290 7.119 -3.738
O 0.519 8.144 -4.670
C 0.191 7.757 -6.061
H 2.188 6.131 2.560
H 0.491 6.078 2.371
H 1.077 7.423 3.280
H -0.219 8.878 1.392
H -0.397 7.438 0.344
H 1.563 9.637 -0.384
H -0.159 9.873 -0.735
H -0.912 8.507 -2.686
H -0.594 6.995 -1.830
H -0.461 6.409 -4.085
H 1.183 6.513 -3.589
H 0.500 8.562 -6.728
H -0.879 7.626 -6.221
H 0.667 6.824 -6.364

---

2.
The following is a DFT calculation (ωB97M-V with the def2-TZVPD basis set) of a molecular structure, C48H120F4KN2O40P8S4 in a non-equilibrium geometry.

Calculated values
- Kohn-Sham gap (eV) = 7.61
- net charge = -1
- LUMO level (eV) = 0.29
- highest occupied orbital energy (eV) = -7.3

Element x y z (Å)
K -10.621 -6.570 18.793
N -6.851 -5.344 15.545
S -5.548 -5.715 16.022
O -5.384 -5.332 17.429
O -4.387 -5.866 15.102
F -5.910 -7.329 16.240
S -6.456 -3.755 15.208
O -5.156 -3.454 14.533
O -7.099 -2.773 16.105
F -7.400 -3.602 13.884
N -13.046 -9.884 16.545
S -12.175 -11.321 16.814
O -12.701 -12.518 16.153
O -11.530 -11.381 18.122
F -10.942 -10.988 15.788
S -14.259 -10.314 17.329
O -14.146 -10.556 18.792
O -15.298 -11.139 16.685
F -14.948 -8.835 17.225
C 0.390 -12.351 17.036
C 0.385 -13.573 17.829
O -0.307 -13.349 19.032
P 0.309 -13.852 20.454
O 1.794 -13.772 20.597
O -0.491 -12.877 21.516
C -1.878 -12.686 21.354
C -2.213 -11.275 21.809
O -0.331 -15.402 20.625
C 0.305 -16.517 19.998
C 0.041 -17.711 20.861
H 1.044 -11.595 17.470
H 0.818 -12.595 16.063
H -0.620 -11.966 16.892
H -0.245 -14.336 17.372
H 1.436 -13.857 17.778
H -2.215 -12.856 20.332
H -2.364 -13.478 21.924
H -1.831 -11.100 22.814
H -1.715 -10.643 21.074
H -3.298 -11.194 21.874
H -0.074 -16.811 19.019
H 1.343 -16.223 19.840
H 0.075 -17.465 21.922
H -0.959 -18.120 20.723
H 0.737 -18.512 20.614
C 2.478 -0.194 14.560
C 2.509 1.266 14.894
O 3.851 1.685 14.682
P 4.263 3.246 14.717
O 3.275 4.144 14.139
O 4.487 3.583 16.308
C 4.597 4.931 16.827
C 4.908 4.936 18.344
O 5.731 3.313 14.166
C 6.420 4.565 13.911
C 6.794 4.684 12.482
H 3.027 -0.299 13.624
H 2.919 -0.806 15.347
H 1.435 -0.408 14.327
H 1.800 1.744 14.217
H 2.177 1.480 15.910
H 5.367 5.437 16.243
H 3.734 5.555 16.594
H 5.623 4.116 18.407
H 5.444 5.790 18.758
H 3.993 4.812 18.924
H 5.874 5.487 14.112
H 7.285 4.551 14.574
H 5.984 4.812 11.764
H 7.480 5.523 12.370
H 7.290 3.761 12.182
C -10.004 5.482 14.365
C -10.196 6.924 14.899
O -11.390 7.223 15.585
P -12.527 8.012 14.800
O -12.109 9.284 14.050
O -13.663 8.219 16.003
C -13.196 9.099 16.986
C -13.767 8.806 18.367
O -13.227 6.962 13.766
C -14.299 7.311 12.920
C -15.569 7.631 13.774
H -9.985 4.815 15.226
H -10.674 5.246 13.539
H -8.997 5.478 13.949
H -9.490 6.993 15.727
H -9.993 7.705 14.166
H -12.108 9.133 17.031
H -13.423 10.107 16.638
H -13.622 9.757 18.880
H -14.844 8.641 18.333
H -13.248 7.956 18.811
H -13.871 8.138 12.353
H -14.530 6.558 12.166
H -16.496 7.703 13.207
H -15.750 6.741 14.377
H -15.540 8.504 14.426
C -6.517 -1.718 24.213
C -7.316 -0.453 23.696
O -8.521 -0.457 24.449
P -9.912 -0.807 23.625
O -9.713 -1.755 22.549
O -10.430 0.644 23.133
C -10.059 1.191 21.839
C -9.155 2.351 21.961
O -10.957 -1.264 24.797
C -11.218 -0.462 25.906
C -12.308 -1.148 26.686
H -6.166 -1.518 25.225
H -7.133 -2.610 24.331
H -5.660 -2.077 23.644
H -6.732 0.421 23.985
H -7.411 -0.494 22.611
H -9.782 0.465 21.075
H -11.031 1.511 21.465
H -9.801 3.228 21.991
H -8.591 2.341 22.893
H -8.410 2.498 21.179
H -10.371 -0.249 26.559
H -11.629 0.487 25.564
H -13.198 -1.416 26.115
H -12.059 -2.074 27.204
H -12.688 -0.421 27.403
C 5.784 -8.281 10.495
C 5.593 -6.978 9.680
O 4.162 -6.709 9.447
P 3.848 -5.639 8.271
O 4.090 -6.145 6.878
O 2.310 -5.308 8.795
C 1.370 -6.364 8.762
C 0.018 -5.596 8.856
O 4.709 -4.389 8.772
C 4.606 -3.166 8.137
C 3.540 -2.189 8.536
H 6.827 -8.578 10.385
H 5.507 -8.035 11.520
H 5.079 -9.091 10.309
H 6.183 -6.223 10.201
H 6.072 -7.087 8.707
H 1.315 -6.907 7.818
H 1.636 -6.943 9.647
H 0.077 -4.892 9.686
H -0.349 -4.965 8.046
H -0.779 -6.327 8.986
H 5.563 -2.647 8.092
H 4.455 -3.324 7.069
H 3.387 -1.378 7.823
H 2.549 -2.633 8.630
H 3.657 -1.816 9.553
C -8.619 1.503 2.039
C -9.004 1.925 3.449
O -7.979 1.531 4.355
P -7.884 -0.050 4.746
O -7.640 -0.984 3.657
O -6.677 -0.025 5.856
C -6.803 0.792 7.021
C -5.474 1.039 7.720
O -9.207 -0.333 5.659
C -9.268 -1.659 6.161
C -10.115 -2.448 5.278
H -9.099 0.525 2.009
H -9.057 2.174 1.301
H -7.537 1.443 1.917
H -9.135 3.006 3.482
H -9.995 1.587 3.752
H -7.389 1.701 6.884
H -7.283 0.177 7.782
H -5.530 1.395 8.749
H -4.893 0.117 7.680
H -4.863 1.756 7.172
H -8.383 -2.283 6.289
H -9.603 -1.666 7.198
H -11.174 -2.193 5.332
H -9.750 -2.302 4.262
H -10.198 -3.508 5.519
C -14.778 0.046 14.234
C -14.343 0.321 15.714
O -15.423 -0.087 16.563
P -15.464 -1.650 17.071
O -14.551 -2.532 16.346
O -17.058 -1.963 16.862
C -17.606 -2.322 15.595
C -18.890 -3.171 15.812
O -15.286 -1.577 18.689
C -16.104 -0.657 19.445
C -17.390 -1.160 19.966
H -15.770 0.474 14.091
H -13.978 0.472 13.628
H -14.938 -0.966 13.860
H -13.413 -0.114 16.082
H -14.243 1.380 15.955
H -17.909 -1.413 15.076
H -16.869 -2.802 14.951
H -18.752 -3.934 16.579
H -19.724 -2.472 15.876
H -19.089 -3.681 14.870
H -15.476 -0.427 20.305
H -16.296 0.292 18.944
H -17.778 -0.347 20.579
H -18.235 -1.335 19.300
H -17.349 -1.963 20.701
C -6.619 -8.397 3.855
C -5.967 -9.237 4.944
O -6.478 -8.875 6.201
P -7.598 -9.758 6.881
O -8.359 -9.186 8.028
O -6.700 -11.068 7.342
C -6.831 -11.635 8.628
C -5.874 -10.959 9.614
O -8.483 -10.226 5.608
C -9.774 -10.808 5.768
C -9.629 -12.188 6.158
H -6.526 -7.311 3.829
H -6.262 -8.845 2.927
H -7.687 -8.498 4.046
H -6.089 -10.300 4.734
H -4.894 -9.057 5.001
H -7.849 -11.496 8.990
H -6.705 -12.718 8.622
H -5.923 -11.325 10.639
H -4.837 -11.075 9.299
H -6.207 -9.925 9.523
H -10.315 -10.168 6.464
H -10.265 -10.753 4.796
H -10.626 -12.617 6.059
H -9.049 -12.784 5.453
H -9.194 -12.257 7.155

---

- The lowest LUMO level belongs to which entry?
  C48H114O27S2